one | {
  "formula": "C5H13NO",
  "method": "ωB97M-V/def2-TZVPD",
  "elements": ["C", "H", "O", "H", "H", "H", "C", "H", "H", "N", "H", "C", "H", "H", "H", "C", "H", "H", "H", "C"],
  "positions_angstrom": [[0.2259, 1.1580, -0.9959], [1.0432, 0.2804, 2.1208], [2.0828, -2.5419, -3.9624], [0.2726, 2.0550, -1.6021], [-2.2755, -0.0535, -0.0021], [2.6857, -2.5063, -3.2033], [-0.9439, -0.4520, 1.6830], [-2.6836, -1.5171, 0.9442], [-0.7312, -1.3438, 2.2936], [0.8096, 2.4931, 0.8843], [0.9789, 3.2368, 0.2291], [0.3846, 1.2837, 0.3232], [0.9039, -0.7280, 0.6936], [1.2374, -2.2738, -3.5858], [0.3366, 2.7660, 1.7296], [0.4280, 0.0738, 1.2436], [-1.4911, 0.1784, 2.3889], [-0.0814, 0.3107, -1.6059], [-1.3081, -1.5242, -0.1393], [-1.8745, -0.8953, 0.5632]],
  "smiles": "C=C(N)CCC.O",
  "homo_lumo_gap_ev": 9.00
}

two | {
  "formula": "C5H13NO",
  "method": "ωB97M-V/def2-TZVPD",
  "elements": ["O", "H", "C", "N", "C", "C", "H", "H", "H", "C", "H", "H", "H", "H", "H", "C", "H", "H", "H", "H"],
  "positions_angstrom": [[3.3012, 3.1027, 0.3011], [0.1817, 2.7505, 0.8624], [-0.4522, 0.7564, 0.6660], [0.0376, 1.9783, 0.2371], [-0.7744, -0.1890, -1.6115], [-0.8136, -0.2591, -0.1146], [-2.2666, -1.7929, 0.1315], [-1.5408, -0.8417, -2.0368], [0.3202, -2.9299, 1.0758], [-1.2648, -1.5632, 0.5036], [-0.8701, -3.6663, 0.0599], [3.9701, 3.6118, 0.7725], [-0.4781, 0.6565, 1.7359], [0.3497, -2.6070, -0.6308], [0.1863, -0.5370, -2.0278], [-0.3236, -2.7438, 0.2171], [-0.9576, 0.8129, -1.9941], [-1.3320, -1.4362, 1.5839], [-0.0559, 2.2182, -0.7368], [2.7830, 2.6789, 1.0056]],
  "smiles": "CC/C(C)=C/N.O",
  "homo_lumo_gap_ev": 8.30
}

three | {
  "formula": "C5H13NO",
  "method": "ωB97M-V/def2-TZVPD",
  "elements": ["O", "H", "H", "C", "H", "H", "C", "H", "C", "N", "H", "C", "H", "H", "H", "C", "H", "H", "H", "H"],
  "positions_angstrom": [[1.2945, 1.4632, 0.6247], [-0.6813, -0.4226, -2.5598], [0.4657, -1.0429, 1.4427], [-1.6275, -0.7931, 1.4547], [-2.2650, 0.0445, 1.7360], [-1.6503, -0.8011, 0.3872], [1.2624, 0.7339, -0.3583], [-2.2045, -1.6477, 1.7561], [0.5444, 1.0563, -1.6937], [2.1911, -0.2592, -0.3605], [0.6485, 2.1599, -1.6057], [-0.8133, 0.4645, -1.9584], [-1.3281, 0.2489, -1.0621], [-0.2646, -1.3471, 3.0413], [1.2025, 0.8670, -2.5556], [-0.2827, -0.6950, 2.1430], [-1.4572, 1.1361, -2.5301], [2.2013, -1.0407, -0.9938], [-0.0508, 0.2129, 2.6676], [2.8149, -0.3378, 0.4247]],
  "smiles": "CCC(N)=O.CC",
  "homo_lumo_gap_ev": 10.58
}

three has the most favorable energy; the next structure is 3.2 kcal/mol above.

one | {
  "formula": "C2H7N",
  "method": "ωB97M-V/def2-TZVPD",
  "elements": ["C", "H", "H", "H", "C", "H", "H", "H", "N", "H"],
  "positions_angstrom": [[-1.0201, 0.8628, 1.8510], [1.2870, 0.3537, -1.2326], [1.3457, -0.4423, -2.9107], [-0.3984, 1.4387, 2.5568], [0.9204, -0.4058, -1.9090], [-0.1560, -0.4647, -2.0046], [1.3602, -1.3170, -1.4916], [-1.9481, 0.6454, 2.4159], [-0.5129, 0.0099, 1.0088], [-0.8780, -0.6807, 1.7160]],
  "smiles": "C=N.C",
  "homo_lumo_gap_ev": 9.49
}

two | {
  "formula": "C2H7N",
  "method": "ωB97M-V/def2-TZVPD",
  "elements": ["C", "N", "H", "H", "H", "H", "H", "C", "H", "H"],
  "positions_angstrom": [[1.9951, 0.0035, -0.6959], [1.0405, -0.1758, 0.1859], [-2.2344, -0.8399, 1.6607], [2.5399, 0.9497, -0.8051], [1.2981, 0.4182, -1.7060], [-2.2675, -0.2492, -0.0914], [-2.2143, 0.8671, 1.1056], [-1.8905, -0.1226, 0.9343], [-0.9059, -0.1144, 0.6732], [2.6390, -0.7366, -1.2613]],
  "homo_lumo_gap_ev": 7.28
}

one has the most favorable energy; the next structure is 53.6 kcal/mol above.

one | {
  "formula": "C4H6N2O2",
  "method": "ωB97M-V/def2-TZVPD",
  "elements": ["H", "H", "N", "H", "H", "H", "C", "C", "N", "O", "C", "C", "O", "H"],
  "positions_angstrom": [[0.6514, 1.6545, 2.0111], [-0.6206, 2.2722, -1.0506], [0.4662, 0.9219, 1.3575], [-1.4267, -0.4609, -1.8641], [-0.5040, -3.0019, 0.7939], [0.1425, -0.6659, -2.5956], [0.3193, -0.9171, 0.2470], [0.1871, 1.1618, 0.1140], [-0.4782, 0.0040, -1.9736], [-0.0864, 2.4284, -0.2159], [0.4862, -0.4432, 1.4735], [0.1827, 0.0764, -0.6543], [0.0962, -2.2464, -0.1065], [0.5842, -0.7839, 2.4635]],
  "homo_lumo_gap_ev": 7.62
}

two | {
  "formula": "C4H6N2O2",
  "method": "ωB97M-V/def2-TZVPD",
  "elements": ["C", "H", "N", "H", "H", "O", "C", "H", "H", "O", "H", "C", "N", "C"],
  "positions_angstrom": [[1.1525, 0.7473, -1.0391], [-0.4038, -1.9771, -0.9813], [1.0179, 0.8314, 1.4476], [2.1705, 1.0830, -0.8639], [0.3394, 0.7503, 2.2106], [-2.4676, 0.3665, 1.8270], [0.5904, 0.2053, 0.2502], [0.5426, 1.5831, -1.3699], [-2.0013, -1.5366, -0.9778], [1.4577, -0.4782, 1.0918], [1.1418, -0.0251, -1.8020], [-1.6833, -0.0199, 1.0479], [-1.0492, -1.1927, -0.9765], [-0.8076, -0.3373, 0.1354]],
  "smiles": "C[C@]1(C(N)=C=O)NO1",
  "homo_lumo_gap_ev": 8.90
}

one has the most favorable energy; the next structure is 5.1 kcal/mol above.

one | {
  "formula": "C4H6N2O2",
  "method": "ωB97M-V/def2-TZVPD",
  "elements": ["H", "H", "H", "C", "C", "H", "O", "N", "C", "H", "H", "N", "C", "O"],
  "positions_angstrom": [[-1.2823, 1.8423, -1.3078], [-3.5745, 1.5757, 0.2598], [-1.5688, -1.8437, 0.7967], [3.1849, -0.3923, 0.1980], [-1.5036, 1.0641, -0.6324], [3.8600, -0.2985, 1.0302], [0.2669, -0.4166, -0.9301], [-2.7582, -0.3151, 0.6234], [-2.6492, 1.0028, 0.0970], [3.4253, 0.3095, -0.6979], [3.0497, -1.4030, -0.1120], [-0.8094, -0.1047, -0.3984], [-1.6672, -0.9239, 0.3746], [2.0265, -0.0966, 0.6987]],
  "homo_lumo_gap_ev": [8.35, 8.32]
}

two | {
  "formula": "C4H6N2O2",
  "method": "ωB97M-V/def2-TZVPD",
  "elements": ["N", "N", "C", "H", "H", "H", "C", "C", "O", "O", "C", "H", "H", "H"],
  "positions_angstrom": [[-1.6807, -1.1039, 0.1634], [-0.4352, -0.5728, 0.3456], [-2.5706, -0.3179, -0.0923], [-2.0129, 1.9382, -0.9046], [3.5676, 0.8484, -0.7451], [-3.8040, 1.7345, -0.5838], [-2.6888, 1.2841, -0.0755], [0.6206, -0.6161, -0.4330], [2.2088, 0.3253, 1.3221], [2.6790, 0.2994, -1.0367], [1.8120, 0.0683, 0.1283], [-3.5629, -0.9003, -0.2726], [0.7014, -1.3411, -1.3922], [-2.2206, 1.9487, 0.8873]],
  "smiles": "C/C=N\\N=C\\C(=O)O",
  "homo_lumo_gap_ev": 9.31
}

two has the most favorable energy; the next structure is 32.5 kcal/mol above.

one | {
  "formula": "C4H6N2O2",
  "method": "ωB97M-V/def2-TZVPD",
  "elements": ["H", "N", "O", "C", "O", "H", "C", "C", "H", "C", "H", "N", "H", "H"],
  "positions_angstrom": [[-2.5570, 0.2771, -0.1401], [-0.2729, -1.9317, -0.0516], [2.4059, 0.1298, -0.1499], [-0.9160, -0.7038, -0.0795], [-2.2125, -0.5721, -0.1968], [-1.1214, 1.8071, 0.8389], [0.1095, 0.3046, -0.1798], [1.2165, -0.5229, -0.2318], [3.0423, -0.6254, 0.1281], [-0.2491, 1.7873, 0.0485], [-0.6516, -2.9342, 0.4653], [1.0892, -1.8293, -0.0103], [0.6280, 2.3942, 0.4473], [-0.5109, 2.4194, -0.8884]],
  "smiles": "Cc1c(O)n[nH]c1O",
  "homo_lumo_gap_ev": 8.94
}

two | {
  "formula": "C4H6N2O2",
  "method": "ωB97M-V/def2-TZVPD",
  "elements": ["H", "H", "O", "C", "C", "H", "O", "H", "H", "N", "C", "H", "C", "N"],
  "positions_angstrom": [[-0.4404, 0.3000, -1.5821], [0.5720, 1.7147, -0.8409], [3.5155, -0.6073, -0.5273], [0.4518, -0.1447, 0.1983], [0.9966, -1.5122, 0.1374], [0.5816, -2.2348, 0.8361], [2.8538, 1.3576, 0.2357], [-0.3513, 1.3507, 1.5622], [1.4346, -1.7720, -0.7346], [1.7269, -0.3020, 0.7666], [-0.0976, 0.9093, -0.7369], [-1.5564, 0.2136, 0.7280], [-0.6727, 0.7925, 0.6664], [2.8029, 0.1362, 0.1057]],
  "smiles": "O=[N+]([O-])N1CC12CC2",
  "homo_lumo_gap_ev": 10.36
}

three | {
  "formula": "C4H6N2O2",
  "method": "ωB97M-V/def2-TZVPD",
  "elements": ["N", "H", "C", "C", "C", "H", "H", "H", "H", "O", "H", "N", "C", "O"],
  "positions_angstrom": [[-1.6522, 1.0076, -0.0849], [0.3203, 2.3127, -0.3301], [1.1255, 1.4234, -0.0116], [1.6159, -1.1759, -0.2727], [-0.7636, -0.2011, -0.2601], [-1.2354, 1.7911, -0.3334], [-0.5237, -1.8709, 0.7408], [-2.2958, 1.0092, 0.9334], [1.3960, -2.0515, -0.8842], [2.7622, -1.3492, 0.1613], [-2.4943, -1.5519, 0.5003], [-1.1388, -1.3407, -0.0023], [0.6460, 0.0662, -0.2154], [2.2379, 1.9310, 0.0589]],
  "homo_lumo_gap_ev": 7.72
}

one has the most favorable energy; the next structure is 88.3 kcal/mol above.

one | {
  "formula": "C4H6N2O2",
  "method": "ωB97M-V/def2-TZVPD",
  "elements": ["H", "H", "O", "C", "N", "N", "C", "H", "H", "O", "C", "H", "C", "H"],
  "positions_angstrom": [[-1.1695, 1.7367, 0.0511], [2.1375, -0.4339, 1.0022], [-2.6063, 0.4265, 0.2823], [0.1667, -1.8053, -0.1200], [-0.4870, 2.4819, -0.2279], [0.9493, 0.4922, 0.0355], [-0.2005, -0.5075, 0.0174], [1.0784, -2.3766, -0.2717], [-0.6452, -2.5557, -0.2034], [2.1794, -0.1896, 0.0537], [0.7943, 1.9165, -0.0561], [-2.1800, -1.3448, -0.6988], [-1.7509, -0.4351, -0.0534], [1.7337, 2.5948, 0.1891]],
  "smiles": "[H]/N=C\\N(O)C(=C)C=O",
  "homo_lumo_gap_ev": 8.36
}

two | {
  "formula": "C4H6N2O2",
  "method": "ωB97M-V/def2-TZVPD",
  "elements": ["N", "C", "O", "H", "C", "H", "H", "C", "H", "H", "H", "C", "N", "O"],
  "positions_angstrom": [[-0.5859, -1.2652, -0.0162], [2.2504, 0.0244, -0.2884], [-0.1669, 2.2435, 0.1916], [2.0448, 0.9560, -1.0748], [-1.9182, -0.7134, -0.0074], [-2.7720, 1.2409, 0.0929], [2.2888, -0.9050, -0.8535], [-0.6212, 1.1582, 0.0976], [-2.7644, -1.4938, -0.1202], [-0.4219, -1.6840, 1.1167], [3.2677, 0.0656, 0.0734], [-1.9335, 0.6491, -0.0601], [0.0803, -0.1147, 0.1221], [1.2521, -0.1615, 0.7263]],
  "smiles": "COn1[nH]ccc1=O",
  "homo_lumo_gap_ev": 9.27
}

three | {
  "formula": "C4H6N2O2",
  "method": "ωB97M-V/def2-TZVPD",
  "elements": ["C", "O", "H", "N", "H", "C", "O", "H", "H", "C", "H", "C", "H", "N"],
  "positions_angstrom": [[0.6593, 0.8619, 0.6509], [-1.5761, 1.7708, 1.3892], [2.8218, -1.2050, -0.5895], [-0.0130, -0.7694, -0.5983], [-2.0957, -2.1743, -0.6051], [-0.7537, 0.7980, 0.8445], [-2.3642, -0.6657, -0.5341], [1.2185, 1.8211, 0.9675], [-0.0701, -1.3794, -1.4117], [1.0544, -0.1276, -0.2422], [2.7392, 0.8266, -0.6522], [-1.2091, -0.2384, -0.0398], [-2.6189, 0.8167, 1.7788], [2.2076, -0.3353, -0.9579]],
  "homo_lumo_gap_ev": 5.99
}

four | {
  "formula": "C4H6N2O2",
  "method": "ωB97M-V/def2-TZVPD",
  "elements": ["H", "C", "H", "H", "H", "O", "C", "N", "C", "H", "N", "C", "O", "H"],
  "positions_angstrom": [[-0.1469, -1.9183, 1.1201], [-0.1892, 0.4393, -0.8275], [2.9434, 0.8478, 0.5021], [-1.8596, 0.8958, 0.0363], [0.1724, 1.1457, 1.1274], [-1.6523, -0.4376, 1.5586], [-0.5518, -0.7858, 1.0793], [0.3757, -0.1752, -1.8667], [0.4041, 0.1463, 0.6224], [-1.9393, 0.4346, -1.6520], [-1.3741, 1.2060, -0.8417], [1.8606, -0.2541, 0.7387], [2.0619, -1.6356, 1.0991], [-0.1048, 0.0912, -2.6962]],
  "homo_lumo_gap_ev": 9.49
}

two has the most favorable energy; the next structure is 18.6 kcal/mol above.